42
Properties=species:S:1:pos:R:3:forces:R:3 method="wB97M-V/def2-TZVPD" charge=-1 spin_multiplicity=1 homo_energy_ev=-4.68
C 5.27031 -2.25618 -1.80881 -0.34 0.35 0.09
C 3.88328 -2.46764 -1.77134 0.24 0.09 -0.04
C 3.05019 -1.38069 -1.56850 0.47 0.37 -0.17
C 3.56619 -0.09084 -1.39754 0.28 -0.24 -0.18
C 4.93441 0.13534 -1.43421 0.02 -0.31 -0.08
C 5.78780 -0.95870 -1.64207 -0.32 -0.22 -0.01
C 2.44473 0.89547 -1.21272 -1.37 -0.33 0.35
O 2.53845 2.10261 -1.04765 0.13 -0.96 -0.26
C 1.17751 0.05546 -1.24785 0.32 0.21 0.48
C -0.06343 0.58879 -0.93105 1.01 0.65 -1.70
C -1.31463 -0.12096 -1.22229 -0.84 -0.37 0.08
C -1.56873 -1.31666 -0.53898 -0.06 0.44 0.02
C -2.77159 -1.98598 -0.70654 0.17 0.34 -0.20
C -3.72401 -1.49190 -1.60583 0.26 -0.01 0.12
C -3.46361 -0.32286 -2.33177 0.11 -0.25 0.17
C -2.26503 0.37002 -2.14660 0.37 -0.25 0.55
C 1.55226 -1.36385 -1.52441 -0.62 0.34 0.50
O 0.85731 -2.36241 -1.66771 0.53 0.63 -0.03
H 5.93834 -3.10389 -1.97095 -0.12 0.29 0.06
H 3.43654 -3.44970 -1.90298 0.15 0.09 0.01
H 5.31160 1.14535 -1.31168 0.04 -0.11 0.00
H 6.86483 -0.81097 -1.67893 -0.17 0.01 0.02
H -0.09543 1.67823 -0.95743 -0.01 -0.26 0.03
H -0.80885 -1.66177 0.16110 -0.34 0.02 -0.15
H -2.92917 -2.87701 -0.10886 -0.24 -0.01 -0.20
H -4.66033 -2.03464 -1.72842 0.13 0.22 -0.06
H -4.20467 0.05525 -3.03442 0.15 -0.08 0.12
H -2.05532 1.28116 -2.71808 -0.10 -0.30 0.30
O -0.19067 0.80725 1.11624 -0.14 -0.35 1.77
C -1.09265 1.28752 1.89237 0.35 -0.53 0.70
C -1.35844 0.94258 3.34677 -0.23 1.27 -1.72
N -0.44168 0.22777 4.16908 0.42 -1.04 1.18
O 0.72501 0.06931 3.79478 -1.37 0.10 0.47
O -0.88092 -0.20560 5.28177 1.07 0.59 -1.81
C -2.48434 1.48199 4.00758 -0.30 0.28 -0.60
C -3.38189 2.32814 3.35626 0.23 -0.25 0.10
C -3.10510 2.70144 2.02729 0.09 0.17 -0.36
C -1.99450 2.24902 1.35036 -0.54 -0.24 0.29
H -2.64529 1.23832 5.05540 0.16 -0.05 -0.30
H -4.27879 2.70867 3.86003 0.50 -0.19 -0.14
H -3.76869 3.37928 1.47851 0.10 -0.17 0.37
H -1.79097 2.53327 0.32010 -0.18 0.07 0.21

=====

20
Properties=species:S:1:pos:R:3:forces:R:3 method="wB97M-V/def2-TZVPD" spin_multiplicity=1 homo_energy_ev=-8.87
C -1.30477 -2.39916 0.13937 2.43 0.09 0.29
C 2.70390 1.72099 0.44375 -4.73 -1.04 -0.84
O 0.69616 -0.47748 -0.73805 0.41 0.77 2.87
O 3.05181 -1.03137 0.91669 -0.02 -0.74 -0.25
O -3.06850 1.60106 0.80538 3.11 0.99 0.92
Si -0.66569 -0.60420 0.34955 -0.36 -1.04 -1.73
Si 2.66068 -0.06720 -0.20092 -0.89 0.71 2.05
Si -2.24898 0.95046 -0.43691 -2.98 -2.01 -0.08
H -1.99766 -2.57515 -0.62243 -1.15 0.32 -1.48
H -0.46814 -3.10427 -0.08375 -0.13 0.79 0.04
H -1.73129 -2.87751 0.97414 -0.65 -0.09 1.55
H 3.65195 1.88623 0.18320 4.22 1.20 -0.17
H 2.12737 2.42440 -0.19274 0.06 -0.27 0.47
H 2.41719 1.80323 1.50070 0.51 -0.06 -0.45
H 0.71558 -0.63435 -1.65076 -0.40 -0.47 -2.00
H -1.77791 1.95178 -1.31516 0.68 0.89 -0.86
H -3.96340 1.57225 0.97445 -2.66 -0.23 0.22
H -0.14977 -0.18693 1.62753 0.32 -0.05 0.51
H 2.91885 -0.20247 -1.60469 0.41 0.00 -1.00
H -3.56736 0.24968 -1.06935 1.81 0.27 -0.05

=====

24
Properties=species:S:1:pos:R:3:forces:R:3 method="wB97M-V/def2-TZVPD" smiles="CCC(=O)N(C)CC.O" spin_multiplicity=1 homo_energy_ev=-9.46
C -0.26891 -2.80321 0.02791 -1.59 -0.18 -0.71
C -0.44601 -1.54996 -0.87018 1.28 1.57 0.57
C 0.44553 -0.44184 -0.25127 -1.35 -1.02 0.03
O 1.63686 -0.60530 -0.31215 2.12 -0.14 -0.61
N -0.06598 0.59954 0.41284 -1.62 0.63 0.80
C 0.77013 1.74480 0.73243 0.32 0.45 0.04
C -1.50076 0.76675 0.80304 0.99 -0.05 0.38
C -2.29943 1.50233 -0.24062 -0.56 -0.08 -0.62
H -0.73037 -2.56205 1.00028 0.18 -0.31 -0.25
H 0.71671 -3.26336 0.21071 -0.24 0.82 -0.52
H -0.90813 -3.53593 -0.49279 0.27 -0.26 0.67
H -1.48515 -1.17975 -0.96292 0.38 -0.73 0.18
H -0.01844 -1.61153 -1.88941 -0.32 -0.48 0.50
H 0.59662 2.51520 -0.03762 0.22 -0.03 0.35
H 1.84636 1.50413 0.75309 -0.64 -0.10 -0.11
H 0.48305 2.15769 1.71412 0.12 -0.19 -0.38
H -1.97907 -0.20951 1.01180 0.46 0.42 -0.05
H -1.46706 1.33491 1.75252 -0.11 -0.38 -0.40
H -2.51345 0.76028 -1.02813 -0.12 0.59 -0.01
H -1.77142 2.35674 -0.69646 -0.13 -0.36 0.32
H -3.25643 1.86094 0.17430 0.33 -0.16 -0.21
O 4.21571 0.51017 -0.84009 0.00 -0.64 0.68
H 3.29796 0.15628 -0.81262 0.64 0.11 0.15
H 4.70163 -0.00741 -0.15874 -0.64 0.54 -0.78

=====

Summary of energy above the lowest of the compared OMol25 structures with the same formula, charge and spin in kcal/mol
17.3; 19.4; 22.5
(order as listed above)
Summary of Kohn-Sham gap in eV
7.20; 8.77; 10.25
(order as listed above)
Summary of E in Ha
-1277.660662; -1177.634613; -442.845394
(order as listed above)